Record 1
The following is a quantum chemistry calculation of C19H30Br12O9S as an isolated structure at a distorted geometry, from OMol25.

Output
2S+1	1
Kohn-Sham gap	7.4	eV
total energy	-889936.13907	eV
net charge	0

Geometry as XYZ:
```
71
Properties=species:S:1:pos:R:3:forces:R:3
C -2.5560 2.2397 1.4312 -1.94 -0.27 1.06
C 3.4561 -1.8731 2.1355 -0.18 -2.81 -0.56
H 0.7973 -3.9298 -2.6285 0.70 -0.11 0.60
H 1.4971 -0.4566 -1.1031 1.39 0.51 2.21
Br 0.1901 -1.0234 -5.9049 0.39 -0.76 1.59
H -1.4619 -0.9910 -1.1868 0.10 0.57 1.18
H 1.4537 -2.4434 -4.0947 -0.14 0.60 -0.53
H 2.4694 -0.3193 0.3141 -7.34 0.35 -1.11
H -5.3622 3.3212 0.0006 0.10 0.18 0.14
Br 6.6695 1.1985 -0.2068 -0.40 -0.93 -0.45
C -3.9479 4.1179 1.5098 -1.52 1.62 0.31
Br 0.2058 -3.0813 2.1746 -0.76 1.02 6.22
C 0.3790 -0.4004 0.7517 -2.30 -1.13 -1.82
H 3.9468 -2.0864 0.0825 -1.07 -2.13 -0.49
Br -0.9382 4.9166 3.2600 1.60 0.01 0.57
Br 3.8812 -0.2340 0.4627 13.95 8.28 -3.82
O -3.1383 1.5716 -2.0757 -1.46 -2.22 -3.27
H 3.3063 -3.5334 0.8158 -0.66 -0.35 0.03
H -3.2403 2.2325 -0.5797 -1.20 0.68 1.39
C -3.6554 2.0022 0.4015 0.37 0.41 0.67
C -3.9600 0.4646 -2.3889 -3.48 2.06 -2.62
Br 1.7858 -2.8755 5.0732 -1.06 0.85 -1.12
O 1.0540 -4.4123 0.4804 -0.35 -1.78 -2.67
H -2.6753 1.6576 2.3450 -0.13 -0.22 0.15
O -5.0656 0.6944 -2.9351 3.73 -1.11 2.15
H -2.7017 -0.3681 -0.0133 0.19 -0.12 -0.35
H -5.3388 2.5998 1.6101 -0.27 -0.15 0.02
H 0.4693 -0.4812 1.8349 -0.71 0.15 -2.25
Br 1.4160 2.5278 2.9041 -0.99 2.41 0.95
H 5.9490 -1.2006 -0.7924 -0.11 0.21 -0.03
O -4.3314 5.2377 1.8615 1.04 -2.60 -0.96
H 1.8125 -2.4622 -2.3619 0.19 -0.60 0.66
H -1.6877 1.8598 -0.7571 -1.28 -1.46 -1.75
C -3.2379 -0.8666 -2.0760 -1.91 2.58 -0.10
S 0.7665 -3.2656 -0.3383 1.16 0.14 -1.52
H 3.2497 -0.8032 2.1050 1.07 -2.61 1.13
C 1.5377 0.0318 -0.1295 -2.98 1.60 2.28
C -4.7110 2.9956 0.8118 -0.52 0.40 0.11
Br 0.5716 -0.5678 -2.5767 -0.79 -1.51 -5.06
H 4.5029 -1.9832 2.4187 0.09 -0.35 -0.24
C 3.1598 -2.4559 0.7398 0.57 -4.53 1.02
H -3.9431 -1.6494 -1.7964 0.05 0.21 0.17
C -0.0524 3.6115 2.1444 1.16 1.51 -0.07
C 5.4300 -0.2421 -0.7873 0.29 1.66 -0.03
Br 1.7831 -0.2012 3.0434 -1.89 0.56 6.31
H -1.5578 2.1145 1.0116 -2.79 0.10 1.36
C 1.5331 -3.4463 -1.9858 0.24 -0.86 1.31
Br -0.8365 -3.2817 -3.7404 -0.90 1.10 -1.38
C -2.2948 -0.3073 -1.0227 1.29 -1.60 -1.37
H -0.0730 -1.3308 0.4077 -0.01 1.69 0.35
Br 4.8122 0.1417 -2.6654 0.29 -0.44 1.21
C -0.0582 1.7102 0.0764 0.57 1.44 -0.02
C -1.9334 1.1207 -1.5196 -1.28 -2.30 0.26
H 2.7968 -2.3936 2.8301 0.72 -0.02 -0.03
H -1.1118 1.0013 -2.2259 -0.50 0.75 -0.32
C 0.5162 -1.8880 -4.1233 -1.35 0.76 -0.54
C 0.7662 -1.8858 3.6210 0.31 0.06 0.52
O 1.7980 -2.1365 0.2822 1.16 -2.03 -1.16
C 1.4406 1.5326 -0.1679 -1.06 -0.56 -0.56
H -3.9917 0.9657 0.3731 -0.19 0.27 0.14
Br 0.8710 4.5244 0.5920 0.16 1.42 1.60
O -0.6106 -2.7204 -0.4224 3.13 -2.25 -0.80
H 2.3961 -4.1018 -1.8692 0.03 0.12 0.31
O -2.7522 3.6234 1.8240 0.40 -0.24 -0.37
H 1.6785 1.9694 -1.1378 0.15 0.21 0.14
O -0.7114 2.7496 -0.1307 3.40 -2.39 -0.88
O -0.6477 0.5572 0.5539 1.39 3.49 -0.50
H 2.0142 1.9914 0.6375 -0.05 0.12 -0.49
H -0.8386 2.9215 1.8380 1.23 0.91 0.62
H -0.1029 -1.3790 4.0403 0.29 -0.43 0.31
H -2.8375 -1.1262 -3.0560 0.66 -0.17 0.18
```
Forces are in eV/Å.

Record 2
The following is a quantum chemistry calculation of C19H30BrHgN5O3P2Se as an isolated structure, from OMol25.

Output
2S+1	2
Kohn-Sham gap (alpha / beta)	7.6 / 6.8	eV
⟨S²⟩	0.754
total energy	-191929.00491	eV
energy above the lowest of the compared OMol25 structures with the same formula, charge and spin	0.00	kcal/mol
net charge	-1

Geometry as XYZ:
```
62
Properties=species:S:1:pos:R:3:forces:R:3
H 2.1422 4.8931 0.0637 0.00 -0.01 -0.02
C -1.8232 -4.4480 1.0440 -0.03 0.01 0.07
H -3.4213 -7.0179 2.5528 -0.01 -0.01 0.00
H 5.2218 -1.0223 -0.4551 0.02 0.00 0.02
C 1.5785 4.0637 -0.3735 -0.03 0.10 0.02
C 1.7371 2.8223 1.6935 0.25 -0.03 0.18
H -2.9900 1.7426 0.0432 0.03 -0.09 0.02
H -3.3887 3.0984 -1.0157 -0.01 -0.04 -0.04
H -3.2827 -5.4585 4.4628 -0.01 0.00 0.02
H -0.7314 5.2414 0.3035 -0.01 0.01 0.02
H 2.2542 3.3770 -0.8829 0.11 -0.05 0.01
H 2.4451 2.1249 1.2377 -0.07 0.06 0.07
C -2.8854 -5.1849 3.4925 0.00 0.05 0.05
O 1.0206 -1.2354 -1.2207 -0.27 0.17 0.03
C -3.0535 2.8246 -0.0112 -0.10 0.06 0.00
N 0.8462 3.3860 0.6896 0.01 0.10 -0.03
N 1.6602 0.3705 -3.1316 -0.03 0.11 0.07
C 4.1646 -0.7838 -0.3138 0.08 0.14 -0.03
C -1.1328 -1.3926 3.1244 0.02 0.05 0.06
H -1.7516 4.9869 -1.1370 0.00 0.00 -0.02
N -1.7663 3.4292 0.3083 -0.10 0.06 -0.08
C -2.2836 -3.9100 3.3501 0.00 -0.02 0.11
H 2.3592 1.5889 -4.6729 0.01 0.02 -0.01
C -1.7560 -3.4802 2.0979 0.13 -0.07 -0.04
H 2.0518 2.4575 -3.1517 0.00 0.03 -0.03
H -3.7984 3.1618 0.7143 -0.02 0.03 -0.02
Br -1.0415 -4.1489 -0.6583 0.03 0.05 -0.08
H -1.5492 -1.1816 5.2366 0.01 0.01 0.01
C -2.9591 -6.0455 2.4435 0.01 -0.02 -0.09
C 0.2508 0.5077 -3.4844 0.01 -0.10 -0.10
C -1.6172 -1.8339 4.3745 0.03 0.03 -0.03
N -2.2866 -0.4360 -1.3632 0.17 0.11 -0.03
Se -3.8410 0.3348 -3.7664 0.14 0.00 0.19
H 4.0837 0.1458 0.2462 -0.02 -0.02 0.00
H 4.7759 -1.9802 -2.6186 0.04 -0.04 -0.01
C -1.1963 -2.1677 1.9924 -0.14 0.16 -0.12
H -2.4266 -6.3620 0.3711 0.00 -0.02 -0.03
H 3.4734 1.4037 -3.3031 -0.01 0.00 0.00
C -2.4058 -5.6730 1.2025 -0.02 0.03 0.09
Hg -0.7651 -1.1219 0.1904 0.12 -0.39 0.01
H -0.7275 -0.3895 3.0524 -0.04 -0.01 0.00
P 1.9460 -0.0679 -1.5307 -0.04 0.00 0.10
H -0.3125 -0.3482 -3.1269 0.02 -0.01 0.00
O 1.9240 1.0925 -0.5872 0.01 -0.13 -0.25
H 3.3183 -2.7215 -1.9141 -0.01 -0.05 0.00
C 3.7111 -1.8327 -2.4221 0.01 0.04 -0.03
H 3.1905 -1.7224 -3.3707 -0.01 0.01 -0.02
O -0.6396 1.2243 1.1128 -0.05 0.25 -0.20
H 0.8900 4.4758 -1.1105 -0.04 0.01 -0.05
H 0.1550 0.5560 -4.5710 -0.01 0.03 -0.01
P -0.4289 2.4084 0.2073 0.15 -0.49 0.26
C -2.1999 -3.0579 4.4791 -0.01 -0.03 -0.05
H -0.1930 1.4183 -3.0593 -0.05 0.01 0.00
C -1.6700 4.8264 -0.0546 -0.06 0.09 0.06
C -2.8920 -0.1341 -2.3092 -0.20 0.02 -0.14
H 3.7059 -1.5904 0.2732 0.01 -0.03 0.03
H -2.4889 5.3706 0.4231 -0.02 0.00 0.00
C 2.4271 1.5195 -3.5840 0.06 -0.04 -0.02
N 3.5368 -0.6296 -1.6197 -0.01 -0.18 0.03
H -2.6118 -3.4049 5.4193 0.00 -0.02 0.02
H 1.1626 2.2912 2.4474 -0.03 0.01 0.02
H 2.2848 3.6397 2.1701 -0.04 0.06 0.03
```
Forces are in eV/Å.

Record 3
The following is a quantum chemistry calculation of a 3-piece molecular cluster, C19H30BrN2O7P overall at a distorted geometry, from OMol25.

Output
2S+1	1
Kohn-Sham gap	8.7	eV
structure (SMILES)	CC[C@H](Br)[C@@H](C#N)[C@@](C#N)(CC(=O)OC(C)=O)P(O)O.C1CCOC1.C1CCOC1
total energy	-116827.71970	eV
net charge	0

Geometry as XYZ:
```
60
Properties=species:S:1:pos:R:3:forces:R:3
H 1.2763 -1.4887 0.2340 -1.70 0.55 0.40
H 4.6809 1.2828 -2.5187 0.11 -0.02 -0.03
P 1.1160 3.3603 1.2553 3.07 1.82 -0.91
H 0.5210 4.4782 3.1528 -0.39 0.27 -1.26
H 0.0823 -1.8601 2.5921 -0.35 1.69 -1.01
H -6.4496 2.0093 -0.3661 0.73 -0.89 1.60
C -3.0424 -3.9248 2.6827 0.02 0.38 -0.07
C -0.3507 -0.0981 -0.5929 0.64 -1.19 0.36
C 0.1701 -1.2474 0.4490 -1.11 0.16 -0.29
C -0.9901 -4.9846 2.9965 0.20 -0.07 -0.32
H -0.0318 -4.5969 3.3513 -0.05 0.05 -0.10
C -0.3236 3.6747 -1.1442 -0.31 1.78 -1.49
H 1.5293 0.9817 -0.0081 -1.72 0.66 -0.76
C 0.9918 1.5996 -2.0717 2.29 1.88 -3.02
H 0.7557 -0.1664 2.3345 -1.55 -0.67 -0.35
H 7.5603 0.8585 -5.3254 0.00 0.01 0.14
H -1.6265 1.3504 1.3850 0.41 1.38 -0.89
O -2.9619 1.9933 -1.2372 0.69 2.05 4.92
O -4.3172 1.6720 2.2877 -1.30 2.07 -4.88
O -4.0266 3.1695 0.4694 0.57 -3.09 0.48
H 5.3465 1.8574 -6.5840 0.03 -0.04 0.07
H -1.1382 -0.5266 2.2492 1.57 -0.33 -0.53
C -2.8584 2.4826 -0.0855 0.08 -1.56 -3.36
H -3.1787 -3.0106 3.2711 -0.11 -0.01 0.00
H -0.4381 -2.1973 0.1949 1.00 1.55 0.43
H -6.7531 1.1087 1.3083 1.26 0.69 -1.23
H 4.8457 -0.2688 -3.3687 -0.10 0.00 0.03
C 6.7105 1.4215 -4.9319 0.25 0.19 0.18
H -1.7433 -6.4164 4.4671 0.01 0.09 -0.04
H -4.0659 -5.0277 4.2683 0.06 0.01 -0.07
C -4.7234 2.0873 1.1622 0.23 -1.79 3.55
N -0.4176 4.4889 -2.0251 0.37 -3.89 4.49
O 1.8042 2.1592 2.2763 -2.01 1.26 0.40
H -3.5451 -6.0067 2.8865 -0.02 0.08 0.06
H -1.7640 -4.7229 4.9869 0.02 -0.08 -0.04
H -0.7981 -5.8242 2.3202 0.07 -0.03 0.07
H 4.1942 2.4658 -4.5316 -0.08 -0.12 0.01
H -5.6581 0.3839 0.0122 -0.27 1.71 0.85
H -1.6934 3.1664 1.6787 0.57 -1.28 -1.50
Br -0.0253 -0.9246 -2.4173 -0.62 -0.10 1.01
C -1.5302 2.3611 0.8555 -2.06 0.81 -0.38
H 5.4096 0.1570 -6.0890 0.03 0.08 -0.02
H 1.7061 2.3675 3.2355 -0.02 -0.42 -0.83
C 5.4401 1.1898 -5.7253 0.08 -0.30 -0.36
C -5.9950 1.3847 0.4908 0.39 0.16 -0.64
O 6.4396 1.0088 -3.5857 -0.17 0.03 -0.25
O -1.6751 -3.9684 2.2508 -0.13 -0.16 0.22
C 4.3719 1.3950 -4.6754 -0.34 0.32 0.04
C -0.1695 2.5672 0.0338 -1.62 0.55 0.24
C -1.9088 -5.3911 4.1312 0.21 0.05 0.46
H -1.4833 0.0303 -0.5417 1.76 0.12 -0.07
N 1.4446 1.9798 -3.1367 -2.60 -2.19 6.22
C -0.0779 -0.8750 1.9933 1.03 -1.18 0.06
H 3.4196 0.9211 -4.9183 0.08 0.09 0.08
H 6.9759 2.4842 -4.9093 0.03 0.00 -0.11
C 0.5326 1.2463 -0.5478 0.74 -0.07 -2.34
C 5.0262 0.8093 -3.4409 0.07 -0.23 0.21
C -3.2752 -5.1609 3.5278 -0.38 -0.29 -0.16
H -3.7017 -3.8806 1.8127 0.13 0.04 -0.01
O 0.3866 4.6149 2.1750 0.22 -2.57 0.80
```
Forces are in eV/Å.